No. 1
{
  "formula": "C8H9N3O2",
  "method": "ωB97M-V/def2-TZVPD",
  "species": ["H", "N", "C", "C", "O", "H", "H", "H", "C", "N", "C", "N", "H", "H", "C", "C", "H", "H", "H", "C", "O", "C"],
  "positions_angstrom": [[-0.9079, 2.5003, -1.5560], [2.3621, -0.8869, -0.2478], [-0.1227, -0.7453, 1.7873], [0.1555, 0.6575, -0.9329], [2.4292, -1.9634, 0.2771], [-0.5330, -0.8646, 2.8118], [-0.4332, 2.6203, -0.0261], [0.6905, 0.2004, -1.8068], [1.7366, 0.2260, 0.4699], [-2.0231, -0.4980, -1.2140], [-2.2165, -1.6923, 0.5895], [-2.7425, -1.4132, -0.5699], [2.2847, 1.0827, 0.2561], [0.7609, 2.8489, -1.2115], [-0.0993, 2.1972, -0.9602], [-1.0110, -0.9846, 0.6971], [-2.6091, -2.3818, 1.1797], [1.4771, 0.2586, 2.6429], [-2.1963, -0.1961, -2.1429], [1.0723, -0.1002, 1.7336], [2.8353, -0.6756, -1.3272], [-0.9095, -0.1900, -0.4499]],
  "smiles": "C\\C=c1/[nH]nc/c1=C/C=C\\[N+](=O)[O-]",
  "e_homo_ev": -8.6,
  "energy_ev": -17001.2316,
  "homo_lumo_gap_ev": 8.408,
  "lumo_energy_ha": -0.007,
  "relative_energy_kcal_mol": 132.22
}

No. 2
{
  "formula": "C8H9N3O3",
  "method": "ωB97M-V/def2-TZVPD",
  "species": ["H", "C", "H", "H", "C", "C", "H", "C", "C", "N", "C", "H", "H", "H", "N", "C", "H", "O", "N", "H", "O", "C", "O"],
  "positions_angstrom": [[-2.1475, 1.9532, -1.0071], [1.5259, -1.6231, 0.4736], [0.8943, 1.6069, 1.4498], [-1.8684, -2.2910, 0.0821], [2.0425, 1.0875, -0.2214], [-2.8553, 0.2640, -0.3745], [2.7268, -2.0834, -1.1484], [0.6922, -0.6284, 1.2013], [-1.2663, 0.1382, 0.1360], [-3.0366, 1.4795, -0.9054], [0.8786, 0.8223, 0.7161], [0.7636, -0.6338, 2.3308], [3.5970, 0.2282, -1.2929], [1.2931, -2.7158, 0.7539], [-0.7611, -0.9261, 0.9025], [2.3768, -1.3181, -0.4885], [-4.0230, 1.8337, -1.2087], [-1.1107, -2.2167, 0.5508], [-0.4139, 1.1043, 0.0472], [2.2082, 2.1907, -0.5363], [-0.5905, 2.2039, -0.5652], [2.7609, 0.0551, -0.7441], [-3.6865, -0.5312, -0.1516]],
  "e_homo_ev": -7.9,
  "energy_ev": -19049.1490,
  "homo_lumo_gap_ev": 8.143,
  "lumo_energy_ha": 0.009,
  "relative_energy_kcal_mol": 67.45
}

No. 3
{
  "formula": "C8H9N3OS",
  "method": "ωB97M-V/def2-TZVPD",
  "species": ["N", "H", "C", "N", "C", "H", "H", "C", "C", "H", "H", "H", "S", "C", "H", "O", "C", "C", "C", "N", "H", "H"],
  "positions_angstrom": [[0.7695, 2.1551, -0.0170], [-3.7331, -0.3614, 1.1668], [-0.3319, 1.4458, 0.2244], [2.1738, 0.0641, 0.0153], [-0.4745, 0.0906, 0.4142], [-1.7169, -1.5176, 1.2638], [3.9395, 1.9004, -0.5760], [-1.5888, 2.1427, 0.1140], [-2.8081, 0.2473, 0.7804], [-0.0123, -3.7803, -0.8640], [1.7436, -3.8635, -1.5515], [0.7036, -2.7210, -2.2847], [0.9914, -1.0251, 0.3302], [-1.6478, -0.5033, 0.7608], [-1.4568, 3.2473, -0.0337], [1.2594, -1.6029, 1.6247], [-2.8540, 1.6101, 0.3952], [0.8106, -3.2874, -1.3574], [1.9881, 1.5559, -0.0653], [2.9749, 2.2955, -0.3672], [3.0522, -0.2316, -0.1973], [-3.7824, 2.1393, 0.2245]],
  "e_homo_ev": [-8.9, -7.9],
  "energy_ev": -25789.1294,
  "homo_lumo_gap_ev": [8.980, 5.478],
  "lumo_energy_ha": [0.003, -0.088],
  "relative_energy_kcal_mol": 136.96
}

No. 4
{
  "formula": "C8H9N4",
  "method": "ωB97M-V/def2-TZVPD",
  "species": ["C", "H", "N", "C", "H", "H", "C", "H", "H", "C", "H", "H", "N", "N", "C", "C", "N", "C", "H", "C", "H"],
  "positions_angstrom": [[0.2548, 3.0584, 0.0944], [-0.2401, -1.9747, 0.8937], [2.3766, 0.0381, -1.2420], [-0.4946, -2.8134, -1.0171], [-0.4227, -2.6861, -2.0831], [-2.4942, 1.6777, 0.0619], [-0.6893, 0.6197, 0.6609], [-2.4490, 1.1906, 1.7413], [0.6682, 3.9364, -0.2879], [-0.0308, 1.9049, 0.3246], [-0.3225, 0.0995, 1.6855], [-0.2924, 0.0058, -1.4370], [3.3603, 0.2081, 0.6530], [2.1470, -0.0924, 0.9788], [-0.1396, -0.3861, -0.4170], [-2.2737, 0.8018, 0.7130], [3.5011, 0.3053, -0.6499], [-0.3982, -1.8571, -0.1006], [-3.0432, -0.0016, 0.4205], [1.5085, -0.1469, -0.2164], [-0.5262, -3.8880, -0.7764]],
  "total_charge": -1,
  "e_homo_ev": -4.5,
  "energy_ev": -14398.8907,
  "homo_lumo_gap_ev": 8.027,
  "lumo_energy_ha": 0.130,
  "relative_energy_kcal_mol": 8.05
}

No. 5
{
  "formula": "C8H9N4PS2",
  "method": "ωB97M-V/def2-TZVPD",
  "species": ["N", "C", "C", "P", "S", "C", "C", "N", "H", "N", "H", "S", "C", "H", "H", "C", "H", "H", "C", "N", "C", "H", "H", "H"],
  "positions_angstrom": [[1.2423, -0.2348, 1.5507], [-0.6812, 1.9711, -1.2964], [0.4891, 0.3602, 2.4011], [-1.8022, 1.6342, 0.8750], [-1.5133, 3.3842, -1.0039], [-0.7239, -0.9473, -1.4961], [-0.3584, -2.2949, -1.7297], [0.8485, 1.0337, 3.5530], [2.0676, -2.5956, 0.7126], [-0.0335, 1.8595, -2.5029], [-0.1745, 2.4990, -3.2444], [-1.3267, 0.1011, 2.4085], [0.7774, -2.8244, -1.0431], [-0.9254, 2.4729, 1.4914], [-0.9142, -2.9724, -2.3920], [0.7992, -0.7876, 0.3592], [1.2333, -3.8208, -1.0626], [0.2915, 0.7874, 4.3727], [-0.1012, -0.2023, -0.4862], [-0.7217, 1.0426, -0.3218], [1.2803, -2.0678, 0.0153], [-0.0031, 0.9289, -2.8446], [1.8246, 1.0540, 3.6353], [-1.5745, -0.3808, -1.9510]],
  "e_homo_ev": -7.9,
  "energy_ev": -45361.3885,
  "homo_lumo_gap_ev": 8.440,
  "lumo_energy_ha": 0.019,
  "relative_energy_kcal_mol": 0.00
}

No. 6
{
  "formula": "C8H9NO2",
  "method": "ωB97M-V/def2-TZVPD",
  "species": ["H", "H", "H", "C", "C", "H", "C", "C", "C", "H", "O", "C", "H", "H", "H", "O", "C", "C", "N", "H"],
  "positions_angstrom": [[-4.4085, -0.9352, 0.1201], [1.8925, 2.3897, 0.0446], [4.1311, 1.3124, 0.3665], [3.2924, -0.6455, 0.0224], [3.2235, 0.7471, 0.1590], [4.2324, -1.0940, 0.1248], [-3.3736, -1.0493, 0.1773], [0.8920, 0.5019, -0.1919], [2.1240, -1.4136, -0.1849], [-2.9759, -1.6562, -0.6754], [-0.8028, 2.2240, -0.0809], [1.9934, 1.2890, -0.0246], [2.2209, -2.4623, -0.3417], [-3.1033, 0.9640, -0.8141], [-3.1897, -1.5268, 1.1101], [-1.2847, 0.0149, -0.2668], [-0.4672, 1.0836, -0.2470], [-2.6423, 0.3370, -0.0463], [0.9188, -0.9100, -0.2024], [-2.6730, 0.8295, 0.9513]],
  "smiles": "CCOC(=O)c1ccccn1",
  "e_homo_ev": -9.8,
  "energy_ev": -14026.3236,
  "homo_lumo_gap_ev": 9.959,
  "lumo_energy_ha": 0.004,
  "relative_energy_kcal_mol": 13.14
}

No. 7
{
  "formula": "C8H9NO2",
  "method": "ωB97M-V/def2-TZVPD",
  "species": ["H", "H", "N", "H", "H", "H", "H", "O", "C", "H", "C", "C", "H", "C", "O", "H", "C", "C", "C", "C"],
  "positions_angstrom": [[0.1225, 1.0324, 2.0657], [-1.1439, -0.7521, 1.7674], [-2.2551, 0.0457, 0.1505], [-0.7059, 1.8640, 0.7025], [1.7267, -2.4389, 0.2481], [1.9361, 1.7257, 0.3683], [-0.6828, -0.4377, -2.3894], [-2.9388, -0.9301, -0.0761], [1.9105, -0.3573, 0.3541], [3.0551, -0.2961, 0.5668], [-0.1212, -1.1747, -0.3744], [1.1587, 0.9330, 0.1327], [-0.7121, -2.0837, -0.5186], [-0.1534, 1.0179, 0.9839], [-2.5055, 1.1757, -0.0821], [0.5365, 1.7453, -1.9222], [0.5870, 0.8424, -1.3179], [1.3035, -1.4605, -0.0164], [-0.9457, -0.2359, 0.8481], [-0.1724, -0.2151, -1.4909]],
  "smiles": "O=[N+]([O-])[C@@H]1C[C@H]2C=C[C@@H]1C=C2",
  "e_homo_ev": -9.6,
  "energy_ev": -14022.1215,
  "homo_lumo_gap_ev": 10.101,
  "lumo_energy_ha": 0.020,
  "relative_energy_kcal_mol": 110.04
}

No. 8
{
  "formula": "C8H9NO3",
  "method": "ωB97M-V/def2-TZVPD",
  "species": ["O", "H", "C", "H", "O", "H", "O", "C", "H", "H", "H", "H", "C", "C", "C", "C", "C", "N", "H", "C", "H"],
  "positions_angstrom": [[-0.8079, -0.8271, -3.7644], [1.4044, 1.3188, -0.6997], [1.0364, -0.8552, -0.6880], [0.5616, 2.8106, 1.1431], [-1.3936, 0.1995, 0.5518], [0.3084, -2.4964, -2.0241], [-0.0204, 0.5697, -2.0965], [-0.3635, -0.7462, -2.5917], [-2.9874, 0.2951, 1.8275], [1.0251, -2.6018, 0.5261], [2.4078, -1.0608, 1.0154], [2.0580, -0.9143, -1.0447], [-1.9646, 0.7520, 1.5642], [-0.2259, 0.9705, 0.2763], [1.2265, -1.4348, 0.7246], [0.6102, 0.5181, -0.8783], [-1.1925, 1.8007, 2.1425], [-0.0341, -1.6885, -1.5970], [-1.9244, 2.4580, 2.7248], [-0.1489, 1.9648, 1.1907], [0.4248, -1.0325, 1.6975]],
  "smiles": "C[C@H]1NC(=O)O[C@H]1c1ccco1",
  "e_homo_ev": -8.8,
  "energy_ev": -16070.9069,
  "homo_lumo_gap_ev": 9.447,
  "lumo_energy_ha": 0.022,
  "relative_energy_kcal_mol": 90.30
}

No. 9
{
  "formula": "C8H9NO3",
  "method": "ωB97M-V/def2-TZVPD",
  "species": ["H", "C", "C", "H", "H", "C", "H", "O", "C", "N", "H", "O", "H", "H", "C", "C", "O", "H", "C", "H", "C"],
  "positions_angstrom": [[4.3168, -0.2073, 0.5984], [3.5643, -0.1326, -0.1792], [2.2018, -0.6798, 0.3374], [-2.0398, 2.9599, -1.0287], [-4.0401, 0.2033, 1.2918], [-0.2526, -0.5533, -0.4649], [3.3887, 0.8182, -0.6862], [-0.8956, -2.7568, 0.2022], [-3.2452, 0.0591, 0.5422], [1.0902, -0.3751, -0.5170], [-2.8469, -1.8163, 1.4514], [2.1823, -1.4583, 1.2811], [1.4437, 0.1260, -1.3006], [3.7882, -0.9320, -0.9205], [-3.0992, 1.3101, -0.2803], [-2.4485, -0.9647, 0.8133], [-1.1971, -0.9586, -1.3528], [0.0835, -2.7323, 0.4366], [-1.2735, -1.4087, 0.0813], [-4.0116, 1.7761, -0.6149], [-2.0504, 2.0173, -0.6392]],
  "e_homo_ev": [-9.1, -6.9],
  "energy_ev": -16067.3180,
  "homo_lumo_gap_ev": [9.518, 6.700],
  "lumo_energy_ha": [0.016, -0.008],
  "relative_energy_kcal_mol": 173.06
}

No. 10
{
  "formula": "C8H9NS",
  "method": "ωB97M-V/def2-TZVPD",
  "species": ["C", "N", "H", "C", "H", "C", "S", "C", "H", "H", "H", "H", "C", "H", "H", "C", "C", "H", "C"],
  "positions_angstrom": [[0.1693, 1.6296, -1.0652], [2.2364, -1.7678, -1.8093], [0.8887, -2.3694, 0.8512], [-0.6541, -0.6207, -0.0693], [-3.9643, -0.1708, 0.2645], [-2.9693, -0.0874, -0.0048], [-1.9828, -1.4500, 0.4695], [-2.2778, 0.9661, -0.5019], [2.8079, -0.7966, 1.8677], [0.9027, 1.1726, -1.7462], [0.9119, 1.8113, -0.3103], [-0.3246, 2.4506, -1.5158], [1.9008, -1.5541, -0.7355], [1.7477, 0.6231, 1.1112], [-2.6121, 1.8878, -0.6529], [1.2004, -1.4231, 0.4994], [-0.8538, 0.6417, -0.6121], [1.0481, -0.5121, 2.4171], [1.8248, -0.4307, 1.5428]],
  "e_homo_ev": -8.7,
  "energy_ev": -20763.8980,
  "homo_lumo_gap_ev": 9.179,
  "lumo_energy_ha": 0.016,
  "relative_energy_kcal_mol": 40.57
}

No. 11
{
  "formula": "C8H9OP",
  "method": "ωB97M-V/def2-TZVPD",
  "species": ["C", "H", "H", "C", "O", "H", "C", "H", "H", "H", "C", "P", "C", "H", "H", "H", "C", "C", "C"],
  "positions_angstrom": [[1.9667, 0.3398, -0.2686], [-1.4938, -3.3345, 0.0401], [1.5196, 2.6516, 0.1284], [0.6802, 0.7158, -0.2016], [-0.9693, -1.3096, -0.1690], [2.7415, 1.0226, -0.0962], [-1.7581, 2.0365, -0.8414], [-2.7130, 0.2468, -1.1520], [0.8548, -2.7745, 1.9443], [0.2150, -4.3035, 0.9570], [-1.7447, 0.6671, -0.9025], [0.8035, -3.1810, 0.7077], [-0.5538, -0.0846, -0.3942], [-2.5680, 2.4422, -1.4155], [-0.7570, 3.8995, -0.4511], [2.4129, -0.7559, -0.4996], [-0.7354, -2.5195, 0.2370], [0.5552, 2.2184, -0.1356], [-0.6237, 2.8475, -0.5638]],
  "e_homo_ev": [-7.0, -7.0],
  "energy_ev": -19771.7362,
  "homo_lumo_gap_ev": [7.021, 6.660],
  "lumo_energy_ha": [0.003, -0.012],
  "relative_energy_kcal_mol": 127.91
}

No. 12
{
  "formula": "C8HBr3F4N2",
  "method": "ωB97M-V/def2-TZVPD",
  "species": ["Br", "Br", "C", "C", "C", "C", "C", "Br", "N", "F", "C", "F", "H", "F", "C", "F", "N", "C"],
  "positions_angstrom": [[4.3675, -1.1437, -0.6394], [0.1666, -1.0796, 3.3179], [-2.8232, 1.5609, -0.7617], [2.5394, -1.0355, -0.1633], [-1.6246, 0.7264, -0.5271], [-0.0254, -0.4845, 0.5331], [1.6679, -0.4187, -1.0985], [2.4812, 0.0235, -2.8771], [-0.6504, 0.5463, -1.3768], [-3.7332, 0.8900, -1.4263], [2.1268, -1.4632, 1.0918], [3.0987, -1.8954, 1.9513], [-1.7771, 0.2864, 1.4747], [-2.5046, 2.8222, -1.3366], [0.4063, -0.0855, -0.7517], [-3.1954, 1.7875, 0.4730], [-1.3070, 0.0349, 0.6040], [0.7864, -1.0721, 1.5128]],
  "e_homo_ev": -9.2,
  "energy_ev": -232288.9443,
  "homo_lumo_gap_ev": 8.814,
  "lumo_energy_ha": -0.014,
  "relative_energy_kcal_mol": 0.83
}

No. 13
{
  "formula": "C8HCl2F5O3PdS4Sb",
  "method": "ωB97M-V/def2-TZVPD",
  "species": ["O", "F", "O", "C", "O", "C", "H", "Cl", "S", "F", "Sb", "F", "F", "C", "C", "S", "F", "Pd", "S", "C", "S", "C", "C", "Cl", "C"],
  "positions_angstrom": [[-1.6336, 0.4554, -0.2089], [-2.1803, 2.1124, -4.5870], [1.3728, -0.8080, 2.5345], [3.3799, 0.4166, 2.4265], [1.3068, 1.0736, 1.3695], [-1.8902, 1.2738, -2.4031], [3.5877, -0.1114, 3.3470], [4.3833, -0.3519, 1.1619], [-4.1920, -2.3629, 3.4533], [0.6208, -0.9608, -1.0944], [-1.8859, -1.8490, 3.5654], [0.0155, 0.7525, -5.4411], [1.3994, -0.7843, -3.6550], [-0.0920, -0.1738, -1.9341], [-0.3743, 0.6716, -4.1589], [-1.6690, 0.4090, 3.2911], [-2.9795, 1.9643, -2.0357], [-0.4723, -0.3405, 1.2763], [-1.0251, -2.8952, 5.3234], [-1.4887, 1.3583, -3.7186], [-1.0365, -2.6107, 1.4389], [1.9048, 0.2385, 2.0809], [-1.2067, 0.5072, -1.4460], [3.8354, 2.1143, 2.6667], [0.3197, -0.0990, -3.2523]],
  "multiplicity": 5,
  "total_charge": -1,
  "e_homo_ev": [-5.9, -5.7],
  "energy_ev": -106445.6841,
  "homo_lumo_gap_ev": [7.936, 5.092],
  "lumo_energy_ha": [0.074, -0.023],
  "relative_energy_kcal_mol": 0.00
}